(1)
Entry from the Open Molecules 2025 dataset: a molecular structure, C30H37Br6F21O14 at a distorted geometry (ωB97M-V/def2-TZVPD).

LUMO: -0.0222 Ha
energy relative to the best compared isomer or geometry (same formula, charge and spin): 453.3 kJ/mol
orbital gap: 9.873 eV
HOMO: -10.5 eV
calculated total energy: -19759.8802 Eh
maximum force: 6.49 eV Å⁻¹

The geometry in XYZ format:
```
108
C30H37Br6F21O14, DFT ωB97M-V/def2-TZVPD
C -6.3437 2.7673 0.2770
Br -6.2014 4.5133 -0.7107
Br -5.5927 2.9479 2.0497
Br -5.4542 1.1864 -0.6119
H -7.3852 2.4679 0.3937
C -0.1813 0.4968 -0.4770
Br -0.8596 -0.6953 0.8673
Br 1.6804 0.0120 -0.9601
Br -0.4327 2.3256 0.0431
H -0.8562 0.4129 -1.3288
C -1.8251 1.1203 6.9330
C -2.7709 0.6512 8.0608
O -3.8423 1.6589 8.3796
C -3.7186 2.5024 9.4136
O -2.6785 2.5444 10.0900
C -4.9504 3.2696 9.8612
F -5.2763 2.8773 11.0857
F -4.6533 4.5578 9.8404
F -5.9618 3.0300 9.0916
H -1.1238 1.8213 7.3858
H -2.2945 1.7018 6.1395
H -1.3399 0.2020 6.6021
H -2.2032 0.3192 8.9301
H -3.1925 -0.2874 7.7012
C 3.5261 7.3394 -1.6732
C 5.0280 7.5097 -1.9754
O 5.4274 8.6470 -1.3057
C 6.6249 9.1928 -1.6119
O 7.3447 8.7234 -2.4546
C 6.9447 10.4720 -0.8618
F 7.7525 10.1602 0.0778
F 7.5461 11.3409 -1.6285
F 5.8981 11.1012 -0.3780
H 3.0459 8.1768 -2.1794
H 3.2738 7.4271 -0.6164
H 3.1550 6.3795 -2.0323
H 5.1493 7.7049 -3.0409
H 5.5890 6.6268 -1.6691
C 2.9600 -2.2841 4.5123
C 3.9201 -1.3318 3.7864
O 3.4634 -0.0610 3.9307
C 4.4630 1.0061 3.8247
O 5.6458 0.8103 3.5215
C 4.1172 2.4716 4.1608
F 4.1807 3.0827 2.9816
F 2.8876 2.6861 4.6916
F 5.0080 3.0119 4.9257
H 3.0612 -2.0948 5.5810
H 3.1438 -3.3134 4.2044
H 1.9318 -2.1541 4.1746
H 3.8015 -1.5715 2.7297
H 4.9520 -1.5859 4.0285
C -2.2622 -4.7119 -3.1322
C -2.7905 -6.0870 -3.6860
O -4.2131 -5.9271 -3.8341
C -4.9766 -6.9377 -4.4164
O -4.4853 -8.0533 -4.7180
C -6.4395 -6.5975 -4.7441
F -7.2280 -7.1127 -3.8003
F -6.6053 -5.2939 -4.7951
F -6.7074 -7.1435 -5.9738
H -2.5430 -3.9342 -3.8424
H -1.1792 -4.7954 -3.0411
H -2.6903 -4.6831 -2.1302
H -2.6736 -6.9469 -3.0265
H -2.3698 -6.3111 -4.6663
C 4.2828 -4.9340 -5.6227
C 4.3359 -3.3777 -5.6796
O 4.6046 -2.8594 -6.9603
C 5.6457 -3.2572 -7.7106
O 6.6111 -3.9042 -7.3152
C 5.4589 -2.8135 -9.2103
F 6.2093 -1.7200 -9.5011
F 5.8002 -3.7274 -10.1042
F 4.2456 -2.3637 -9.6081
H 5.1351 -5.5204 -5.9660
H 3.4453 -5.2165 -6.2605
H 4.0164 -5.2538 -4.6153
H 5.1160 -2.8964 -5.0897
H 3.4153 -3.0283 -5.2121
C 3.5894 2.9714 -7.4484
C 2.9254 3.7295 -6.3589
O 1.6817 4.3158 -6.6850
C 0.5064 3.6824 -6.3550
O 0.4049 2.5938 -5.7800
C -0.7587 4.5099 -6.7148
F -1.4940 4.6389 -5.6017
F -0.3696 5.6817 -7.2604
F -1.3569 3.8812 -7.7291
H 2.8885 2.4006 -8.0576
H 4.3399 2.2606 -7.1028
H 3.9303 3.6303 -8.2470
H 3.6503 4.5146 -6.1434
H 2.9714 3.1696 -5.4249
C -5.8839 -7.1219 8.4885
C -6.6553 -5.9364 7.8730
O -6.2504 -5.7625 6.5827
C -6.6332 -4.6913 5.9074
O -7.6499 -4.0254 6.1166
C -5.7346 -4.4365 4.6704
F -4.7327 -5.3353 4.5406
F -6.5403 -4.3955 3.5687
F -5.2371 -3.2141 4.8543
H -6.0904 -8.0946 8.0421
H -6.0345 -7.2645 9.5586
H -4.8493 -7.0810 8.1481
H -6.4271 -5.0482 8.4621
H -7.7330 -6.0424 7.9972
```



(2)
Entry from the Open Molecules 2025 dataset: a molecular structure, C30H37BrN12W (ωB97M-V/def2-TZVPD).

LUMO (spin up / spin down): -0.4224 / -0.4605 Ha
charge: +4
energy relative to the best compared isomer or geometry (same formula, charge and spin): 14.3 kJ/mol
orbital gap (spin up / spin down): 6.615 / 5.578 eV
HOMO (spin up / spin down): -18.1 / -18.1 eV
calculated total energy: -4462.2505 Eh
maximum force: 0.49 eV Å⁻¹
multiplicity: 3
expectation value of S²: 2.03

The geometry in XYZ format:
```
81
C30H37BrN12W, DFT ωB97M-V/def2-TZVPD
W -0.1878 1.0946 -1.9528
N -0.4534 0.1485 -3.8806
C -1.3558 -1.0499 -3.9667
C -1.7828 -1.4776 -2.5789
N -1.9966 -0.2394 -1.7848
C -2.4008 -0.4645 -0.3703
C -2.1340 0.8131 0.3942
N -0.6889 1.1572 0.1713
H -0.8362 0.8593 -4.6029
H 0.4690 -0.1179 -4.2218
H -0.8571 -1.8618 -4.4914
H -2.2229 -0.7594 -4.5564
H -1.0127 -2.0621 -2.0837
H -2.6925 -2.0789 -2.6145
H -2.7448 0.2755 -2.2571
H -1.7906 -1.2797 0.0243
H -3.4480 -0.7614 -0.3044
H -2.3201 0.6809 1.4594
H -2.7549 1.6320 0.0320
H -0.1658 0.5091 0.8115
H -0.5105 2.0857 0.5610
N 1.7300 1.4141 -2.2578
C 2.2603 0.1681 -1.9350
C 3.5527 -0.3088 -1.9651
C 3.7478 -1.6098 -1.5218
C 2.6709 -2.3618 -1.0553
C 1.4097 -1.8065 -1.0609
N 1.1985 -0.5619 -1.5176
C -0.2962 3.1081 -2.3501
C 0.0488 4.4256 -2.5610
C -1.0196 5.3009 -2.7507
C -2.3344 4.8355 -2.7163
C -2.5885 3.4914 -2.4957
N -1.5403 2.6798 -2.3267
H 2.3348 2.1721 -2.5394
H 4.3709 0.3068 -2.3132
H 4.7428 -2.0356 -1.5311
H 2.8102 -3.3701 -0.6939
H 0.5570 -2.3570 -0.6872
H 1.0726 4.7715 -2.5734
H -0.8290 6.3533 -2.9195
H -3.1632 5.5157 -2.8568
H -3.5876 3.0812 -2.4644
Br -4.0429 1.2749 -4.7570
C -2.8302 1.9410 -6.0740
C -3.3595 2.5465 -7.1964
C -2.4630 3.0053 -8.1513
C -1.1009 2.8403 -7.9397
C -0.6848 2.2188 -6.7797
N -1.5382 1.7684 -5.8454
H -4.4274 2.6464 -7.3247
H -2.8295 3.4803 -9.0516
H -0.3745 3.1791 -8.6644
H 0.3688 2.0605 -6.5812
C -1.1122 -2.1653 3.3527
C -0.0850 -1.0926 3.4483
N 0.3354 -0.3285 2.4621
C 1.3077 0.4999 3.0037
C 1.4672 0.2367 4.3201
N 0.5688 -0.7763 4.6051
C 0.3892 -1.3931 5.8899
N 1.3991 -2.4223 6.1502
N 1.6957 -3.3469 5.1082
N 2.4948 -4.1989 5.5391
C 2.7819 -3.9245 6.8818
C 3.5693 -4.5855 7.7735
C 3.6209 -4.0476 9.0974
C 2.8953 -2.8972 9.4736
C 2.1004 -2.2335 8.5785
C 2.0482 -2.7682 7.2496
H -1.5509 -2.1444 2.3578
H -1.9195 -2.0312 4.0734
H -0.6631 -3.1480 3.5032
H 1.8376 1.2319 2.4163
H 2.0991 0.6780 5.0719
H -0.5936 -1.8586 5.9406
H 0.4634 -0.6439 6.6760
H 4.1240 -5.4755 7.5056
H 4.2372 -4.5432 9.8369
H 2.9731 -2.5433 10.4925
H 1.5370 -1.3551 8.8629
```



(3)
Entry from the Open Molecules 2025 dataset: a molecular structure, C30H37Cl2N4O3ReS2Si2 at a distorted geometry (ωB97M-V/def2-TZVPD).

LUMO (spin up / spin down): 0.0917 / 0.0908 Ha
charge: -1
energy relative to the best compared isomer or geometry (same formula, charge and spin): 89.1 kJ/mol
orbital gap (spin up / spin down): 6.631 / 6.826 eV
HOMO (spin up / spin down): -4.1 / -4.4 eV
calculated total energy: -3984.3923 Eh
maximum force: 3.43 eV Å⁻¹
multiplicity: 2
expectation value of S²: 0.76

The geometry in XYZ format:
```
81
C30H37Cl2N4O3ReS2Si2, DFT ωB97M-V/def2-TZVPD
Re 0.2163 0.8152 0.0546
C -3.4076 3.5271 -0.1324
C -1.9979 3.0173 -0.0397
N -1.6979 1.9150 0.5767
N -2.7842 1.3277 1.2108
C -2.4630 0.3160 1.9318
S -0.8795 -0.2745 2.1239
S -3.8564 -0.3729 2.7921
C -3.3116 -2.0726 3.1588
C -3.3645 -3.0061 1.9844
C -4.5912 -3.3890 1.4515
C -4.6562 -4.2258 0.3528
C -3.4886 -4.6917 -0.2343
C -2.2628 -4.3201 0.2909
C -2.1985 -3.4832 1.3954
C -0.9464 3.8588 -0.6371
C -1.3028 4.9416 -1.4511
C -0.3747 5.8597 -1.8996
C 0.9574 5.7262 -1.5189
C 1.3496 4.6541 -0.7489
C 0.4235 3.6841 -0.3426
O 0.8996 2.6434 0.3347
H -4.0586 2.9980 0.5510
H -3.7648 3.3491 -1.1500
H -3.4431 4.5969 0.0631
H -4.0095 -2.3911 3.9354
H -2.3087 -2.0289 3.5786
H -5.5038 -3.0098 1.8971
H -5.6188 -4.5092 -0.0525
H -3.5367 -5.3347 -1.1035
H -1.3446 -4.6627 -0.1634
H -1.2347 -3.1863 1.7898
H -2.3324 5.0510 -1.7577
H -0.6833 6.6726 -2.5429
H 1.6920 6.4536 -1.8416
H 2.3826 4.5103 -0.4609
C 0.7533 -0.9432 -4.0829
Si 1.7232 -0.4951 -2.5397
C 2.2729 1.2978 -2.6661
C 3.2641 -1.5756 -2.4738
N 0.8763 -0.6934 -1.0104
C 1.1505 -1.7830 -0.1693
C 1.0797 -3.1199 -0.5286
C 1.3536 -4.1060 0.4124
C 1.6997 -3.7498 1.7096
C 1.7976 -2.4120 2.0738
C 1.5275 -1.4157 1.1374
N 1.5900 -0.0357 1.3553
Si 2.8929 0.5709 2.3426
C 3.0306 2.4368 2.2945
C 4.5047 -0.1592 1.6865
C 2.6936 0.0907 4.1659
H 1.4378 -0.9736 -4.9334
H -0.0173 -0.2088 -4.3098
H 0.2821 -1.9239 -3.9957
H 2.9980 1.4209 -3.4729
H 2.7341 1.6346 -1.7345
H 1.4229 1.9493 -2.8722
H 3.9796 -1.2350 -3.2235
H 3.0428 -2.6234 -2.6727
H 3.7388 -1.5223 -1.4937
H 0.7849 -3.3832 -1.5380
H 1.2868 -5.1510 0.1355
H 1.8773 -4.5198 2.4508
H 2.0396 -2.1448 3.0903
H 3.2219 2.8039 1.2892
H 3.8525 2.7383 2.9482
H 2.1149 2.9138 2.6408
H 4.7004 0.2273 0.6845
H 4.4376 -1.2457 1.6157
H 5.3593 0.0873 2.3190
H 1.6380 0.0101 4.4272
H 3.1385 0.8590 4.8015
H 3.1772 -0.8560 4.4066
Cl -2.4118 -1.2117 -1.0983
C -2.6333 -0.1450 -2.4823
Cl -4.2569 0.6032 -2.4109
C -1.5891 0.9828 -2.7028
O -1.6633 1.5036 -3.8090
O -0.7787 1.3155 -1.7931
H -2.6228 -0.7721 -3.3696
```



Question: What is the maximum force in the second record?
Answer: 0.49 eV Å⁻¹